C3H4OS in the gas phase, computed with ωB97M-V/def2-TZVPD.

Geometry as ORCA input:
```
! RIJCOSX wB97M-V def2-TZVPD def2/J DEFGRID3
* xyz 0 1
C 0.946 -0.204 -0.038
C 0.636 -1.429 0.252
C -0.105 0.830 -0.085
O -2.753 0.207 0.607
S -1.717 -0.039 -0.394
H 1.789 0.233 -0.511
H 1.104 -2.437 0.399
H 0.076 1.518 0.800
H 0.025 1.320 -1.030
*
```

Its total energy is -16053.703 eV. The molar mass comes out at 88.13 g mol⁻¹. For the gap between HOMO and LUMO (alpha / beta), the calculation gives 8.61 / 8.02 eV. The highest occupied orbital energy (alpha / beta) comes out at -9.11 / -8.49 eV.

Atom charges from the Löwdin analysis, given in e for atoms 1 to 5:
1. C -0.3358
2. C 0.0848
3. C -0.4305
4. O -0.5619
5. S 0.9137

---

A 2-piece molecular cluster, C4H12 overall, computed with ωB97M-V/def2-TZVPD.

Geometry as ORCA input:
```
! RIJCOSX wB97M-V def2-TZVPD def2/J DEFGRID3
* xyz 0 1
C 0.214 -1.111 1.078
C 1.264 -1.808 1.966
H 0.428 -1.419 0.052
H -0.774 -1.516 1.309
H 0.168 -0.033 1.190
H 1.076 -1.541 3.011
H 2.236 -1.423 1.660
H 1.203 -2.893 1.939
C -0.137 1.029 -1.626
C -1.339 1.928 -1.431
H -0.384 -0.028 -1.575
H 0.466 1.156 -2.517
H 0.584 1.335 -0.873
H -1.090 2.907 -1.072
H -1.944 1.557 -0.595
H -2.072 2.011 -2.221
*
```

Its total energy is -4342.201 eV. The molar mass comes out at 60.14 g mol⁻¹. For the gap between HOMO and LUMO, the calculation gives 12.59 eV. The highest occupied orbital energy comes out at -11.44 eV. The SMILES is CC.CC.

Atom charges from the Löwdin analysis, given in e for atoms 1 to 5:
1. C -0.1793
2. C -0.1654
3. H 0.0519
4. H 0.0625
5. H 0.0555

---

C32H37BiClN2Si2 as an isolated structure, computed with ωB97M-V/def2-TZVPD.

Geometry as ORCA input:
```
! RIJCOSX wB97M-V def2-TZVPD def2/J DEFGRID3
* xyz 1 1
C -2.058 -0.534 5.628
C -2.839 -0.102 4.515
C -2.754 -1.106 3.493
H -3.523 0.745 4.509
C -1.891 -2.153 3.979
C -1.474 -1.793 5.303
H -0.969 -2.457 6.008
H -2.055 -0.071 6.617
H -3.362 -1.163 2.590
H -1.763 -3.128 3.508
Bi -0.245 -0.074 3.393
Si 0.379 -0.063 0.669
C -0.597 1.438 0.175
C 0.016 2.245 -0.798
H 1.004 1.962 -1.165
C -0.619 3.378 -1.296
H -0.135 3.976 -2.075
C -1.879 3.745 -0.814
H -2.389 4.615 -1.229
C -2.481 2.989 0.205
H -3.454 3.297 0.601
C -1.841 1.855 0.705
H -2.309 1.291 1.522
C -0.485 -1.635 0.201
C -1.676 -1.623 -0.549
H -2.126 -0.670 -0.831
C -2.268 -2.821 -0.960
H -3.167 -2.802 -1.584
C -1.696 -4.047 -0.600
H -2.132 -4.982 -0.956
C -0.554 -4.073 0.213
H -0.116 -5.031 0.506
C 0.036 -2.878 0.618
H 0.934 -2.894 1.244
H 1.852 -0.029 0.401
Si 2.424 0.371 -4.285
C 1.663 -1.263 -4.740
C 0.713 -1.413 -5.770
H 0.408 -0.548 -6.367
C 0.134 -2.663 -6.026
H -0.639 -2.758 -6.792
C 0.534 -3.788 -5.297
H 0.075 -4.760 -5.486
C 1.535 -3.661 -4.326
H 1.868 -4.536 -3.766
C 2.112 -2.413 -4.072
H 2.916 -2.330 -3.335
C 1.285 1.722 -4.868
C -0.011 1.748 -4.345
H -0.337 0.963 -3.654
C -0.890 2.780 -4.681
H -1.879 2.807 -4.222
C -0.498 3.777 -5.581
H -1.185 4.585 -5.827
C 0.779 3.728 -6.153
H 1.081 4.502 -6.865
C 1.664 2.699 -5.811
H 2.657 2.646 -6.272
H 3.709 0.511 -4.988
Cl 2.939 0.487 -2.316
N 1.836 -0.827 4.692
C 2.067 -0.476 6.126
C 1.503 0.888 6.460
C 1.875 1.970 5.458
N 0.822 2.068 4.382
H 2.609 -0.493 4.110
H 1.849 -1.836 4.546
H 1.579 -1.249 6.722
H 3.144 -0.547 6.347
H 0.416 0.806 6.576
H 1.886 1.180 7.444
H 1.986 2.936 5.972
H 2.834 1.771 4.960
H 0.016 2.596 4.723
H 1.155 2.611 3.581
*
```

Its total energy is -70876.610 eV. The molar mass comes out at 750.27 g mol⁻¹. For the gap between HOMO and LUMO, the calculation gives 6.53 eV. The highest occupied orbital energy comes out at -10.00 eV.

Atom charges from the Löwdin analysis, given in e for atoms 1 to 5:
1. C -0.2343
2. C -0.2289
3. C -0.2659
4. H 0.1025
5. C -0.2407